Entry 1:
# C3H8NO2

2 unconnected molecules or ions with the total composition C3H8NO2 in a non-equilibrium geometry (wB97M-V/def2-TZVPD, the OMol25 dataset).

Each line ends with the Löwdin charge.
CARTESIAN COORDINATES (ANGSTROEM)
C -0.691 -0.640 -0.443  -0.1182
C 0.976 0.512 0.281  -0.0542
C -1.744 0.430 -0.653  -0.2107
N 2.098 -0.422 0.261  0.1534
O -0.483 -1.760 -0.103  0.1365
O -2.261 0.528 0.636  -0.0360
H 0.532 0.704 1.224  0.0749
H 1.128 1.431 -0.374  0.1186
H -1.223 1.331 -0.923  0.1135
H -2.561 0.094 -1.461  0.1873
H 1.770 -1.294 0.669  0.1631
H 2.965 -0.066 0.622  0.1682
H 2.294 -0.567 -0.675  0.1325
H -2.801 -0.281 0.937  0.1709

For the HOMO energy, the calculation gives -13.4 eV. Its total charge is +1. For the largest force on an atom, the calculation gives 0.092 hartree/bohr. The calculation puts the total energy at -8815.9325 eV.



Entry 2:
# C21H23N5O3S

A single C21H23N5O3S molecule in a non-equilibrium geometry (wB97M-V/def2-TZVPD, the OMol25 dataset).

Each line ends with the Löwdin charge.
CARTESIAN COORDINATES (ANGSTROEM)
C 4.213 -3.224 -4.327  -0.0808
O 2.892 -3.544 -3.953  -0.0751
C 1.972 -2.553 -3.887  -0.2662
C 2.228 -1.209 -4.159  -0.0079
C 1.208 -0.280 -4.049  -0.0639
C -0.055 -0.687 -3.673  -0.3074
S -1.370 0.506 -3.562  0.7221
O -0.865 1.838 -3.656  -0.2653
O -2.422 0.128 -4.459  -0.2828
N -2.025 0.253 -1.992  -0.1560
C -3.447 0.109 -1.814  -0.0661
C -1.150 0.410 -0.977  -0.2534
N 0.113 0.478 -1.281  0.1583
C 1.040 0.643 -0.298  -0.1809
C 2.387 0.704 -0.678  -0.0009
C 3.374 0.871 0.263  -0.0804
C 3.044 0.979 1.610  -0.0826
C 1.727 0.919 2.015  -0.0120
C 0.714 0.752 1.075  -0.1001
N -0.637 0.670 1.385  0.1323
C -1.387 0.713 2.535  -0.2484
C -0.882 0.896 3.919  -0.1172
C -2.016 0.958 4.951  -0.4360
C -2.808 2.254 4.809  -0.0769
C -1.436 0.837 6.358  -0.0808
N -2.650 0.554 2.233  0.0840
N -2.782 0.413 0.919  0.0860
C -1.585 0.484 0.389  -0.1696
C -0.331 -2.018 -3.417  -0.0470
C 0.681 -2.948 -3.518  0.0177
H 4.674 -2.531 -3.617  0.0958
H 4.757 -4.167 -4.313  0.0945
H 4.253 -2.799 -5.334  0.0971
H 3.211 -0.880 -4.454  0.1068
H 1.375 0.767 -4.241  0.1195
H -3.667 -0.755 -1.188  0.0911
H -3.879 0.994 -1.345  0.0930
H -3.864 -0.026 -2.810  0.0787
H 2.607 0.618 -1.729  0.1030
H 4.409 0.919 -0.040  0.1035
H 3.820 1.109 2.348  0.1037
H 1.495 1.000 3.063  0.0904
H -0.299 1.822 3.974  0.1269
H -0.220 0.058 4.163  0.1256
H -2.690 0.119 4.764  0.1317
H -2.163 3.117 4.965  0.0811
H -3.248 2.314 3.818  0.0625
H -3.608 2.287 5.543  0.0779
H -0.902 -0.103 6.481  0.0744
H -2.231 0.876 7.097  0.0765
H -0.745 1.655 6.557  0.0802
H -1.332 -2.310 -3.145  0.1214
H 0.505 -3.993 -3.320  0.1219

For the HOMO energy, the calculation gives -8.3 eV. Its total charge is 0. For the largest force on an atom, the calculation gives 0.027 hartree/bohr. The SMILES is COc1ccc(S(=O)(=O)N(C)c2nc3ccccc3n3c(CC(C)C)nnc23)cc1. The calculation puts the total energy at -46577.9061 eV.



Entry 3:
# C25H28N2O5

A single C25H28N2O5 molecule (wB97M-V/def2-TZVPD, the OMol25 dataset).

Each line ends with the Löwdin charge.
CARTESIAN COORDINATES (ANGSTROEM)
C -7.262 -2.379 -0.402  -0.0927
O -6.367 -2.416 0.682  -0.0841
C -5.044 -2.199 0.444  -0.2742
C -4.205 -2.260 1.559  0.0043
C -2.850 -2.061 1.426  -0.0236
C -2.286 -1.766 0.182  -0.2352
C -0.849 -1.572 0.075  0.0225
C -0.217 -0.747 -0.773  -0.1445
N 1.176 -0.707 -0.917  0.1491
C 2.106 -0.939 0.045  -0.4480
O 1.803 -1.168 1.214  0.0194
C 3.492 -0.871 -0.429  0.0115
C 4.507 -1.028 0.431  -0.0103
C 5.925 -0.990 0.142  -0.2172
C 6.435 -0.804 -1.146  -0.0283
C 7.798 -0.775 -1.366  -0.0799
C 8.682 -0.931 -0.310  -0.0844
C 8.193 -1.118 0.973  -0.0807
C 6.830 -1.148 1.196  -0.0338
C -0.875 0.250 -1.685  -0.4566
O -0.478 0.435 -2.824  0.0603
N -1.854 0.944 -1.087  0.0826
C -2.667 1.938 -1.743  -0.1634
C -2.332 3.374 -1.316  -0.1728
C -2.178 3.518 0.205  -0.1989
C -0.707 3.523 0.639  -0.1837
C -0.512 3.027 2.083  -0.0913
C -0.428 1.516 2.042  -0.5279
O -1.365 0.793 1.795  0.0791
O 0.806 1.093 2.231  0.1227
C -3.128 -1.725 -0.927  -0.0250
C -4.489 -1.939 -0.805  -0.0115
H -7.267 -1.397 -0.887  0.0946
H -7.028 -3.149 -1.144  0.0952
H -8.246 -2.575 0.021  0.0923
H -4.647 -2.473 2.519  0.1179
H -2.213 -2.105 2.295  0.1195
H -0.248 -2.173 0.744  0.1250
H 1.467 -0.361 -1.825  0.1437
H 3.641 -0.693 -1.483  0.1047
H 4.240 -1.201 1.468  0.1220
H 5.762 -0.682 -1.980  0.1049
H 8.177 -0.630 -2.367  0.1039
H 9.747 -0.908 -0.486  0.1022
H 8.877 -1.241 1.800  0.1035
H 6.451 -1.293 2.198  0.1127
H -2.032 0.761 -0.108  0.1056
H -2.511 1.827 -2.819  0.1207
H -3.715 1.723 -1.509  0.1250
H -3.133 4.020 -1.680  0.1066
H -1.409 3.691 -1.804  0.1118
H -2.644 4.447 0.540  0.1116
H -2.700 2.699 0.702  0.1035
H -0.124 2.885 -0.028  0.1128
H -0.308 4.535 0.551  0.1150
H -1.350 3.342 2.704  0.1260
H 0.418 3.411 2.499  0.1161
H 0.948 0.128 2.046  0.0955
H -2.711 -1.548 -1.908  0.1215
H -5.103 -1.907 -1.692  0.1026

For the HOMO energy, the calculation gives -7.8 eV. Its total charge is 0. For the largest force on an atom, the calculation gives 0.016 hartree/bohr. The SMILES is COc1ccc(/C=C(/NC(=O)/C=C/c2ccccc2)C(=O)NCCCCCC(=O)O)cc1. The calculation puts the total energy at -39598.2175 eV.



Entry 4:
# C2H3FIN

A single C2H3FIN molecule in a non-equilibrium geometry (wB97M-V/def2-TZVPD, the OMol25 dataset).

Each line ends with the Löwdin charge.
CARTESIAN COORDINATES (ANGSTROEM)
F 2.024 2.412 0.091  -0.0910
N 1.252 1.382 -0.471  0.0453
C 0.513 0.708 0.293  -0.2693
C -0.518 -0.294 -0.312  -0.6798
I -2.433 0.479 -0.008  0.8220
H 0.459 0.753 1.365  0.1040
H -0.239 -0.514 -1.260  -0.0012
H -0.384 -1.291 0.202  0.0699

For the HOMO energy, the calculation gives -10.0 eV. Its total charge is 0. For the largest force on an atom, the calculation gives 0.081 hartree/bohr. The SMILES is F/N=C/CI. The calculation puts the total energy at -14428.1157 eV.